*1*
C50H124N8O11 | wB97M-V/def2-TZVPD

Its SMILES is CC1(C)CCCC(C)(C)N1O.CC1(C)CCCC(C)(C)N1O.CC1(C)CCCC(C)(C)N1O.COC[C@H](C)N.COC[C@H](C)N.COC[C@H](C)N.COC[C@H](C)N.COC[C@H](C)N.CO.CO.CO. The value obtained for the LUMO energy is 0.56 eV. As for the HOMO-LUMO gap: 0.308 hartree.

Last columns: bonded neighbours and bond lengths (Å).
CARTESIAN COORDINATES (ANGSTROEM)
1 O -3.347 4.070 -0.678  C21 1.425, C26 1.423
2 O 0.534 -2.608 -2.943  C51 1.386, H176 0.960
3 O -2.287 4.588 1.727  C23 1.426, H99 0.960
4 O -1.388 0.899 0.214  C29 1.400, H160 0.960
5 O -4.587 -0.102 -6.926  C47 1.447, C59 1.435
6 O 4.502 -5.167 -0.067  C49 1.404, C60 1.366
7 O 5.667 -2.705 -0.501  N15 1.423, H138 0.960
8 O 1.966 2.713 -4.529  C66 1.433, C67 1.458
9 O 1.292 5.504 -2.064  C61 1.440, C69 1.450
10 O -1.447 1.731 2.902  N18 1.403, H119 0.960
11 O -0.880 -4.838 0.547  N14 1.330, H137 0.960
12 N -0.429 3.847 -4.156  C41 1.452, H120 1.010, H181 1.010
13 N 1.815 -3.810 -0.078  C50 1.419, H79 1.010, H134 1.010
14 N -1.266 -4.090 1.578  O11 1.330, C28 1.481, C42 1.520
15 N 4.673 -1.746 -0.158  O7 1.423, C22 1.442, C38 1.450
16 N -4.453 1.254 0.316  C65 1.415, H126 1.010, H128 1.010
17 N 3.412 3.697 -1.313  C44 1.431, H75 1.010, H136 1.010
18 N -1.504 1.194 4.197  O10 1.403, C25 1.467, C52 1.547
19 N -5.205 -1.520 -4.674  C33 1.453, H125 1.010, H151 1.010
20 C 6.166 -0.691 1.679  C38 1.590, H72 1.090, H146 1.090, H188 1.090
21 C -2.562 4.059 -1.867  O1 1.425, H74 1.090, H121 1.090, H156 1.090
22 C 4.513 -0.814 -1.247  N15 1.442, C34 1.528, C56 1.512, C58 1.516
23 C -1.181 5.243 1.110  O3 1.426, H77 1.090, H105 1.090, H129 1.090
24 C -2.657 0.799 6.330  C25 1.530, C43 1.526, H106 1.090, H152 1.090
25 C -2.723 1.480 4.962  N18 1.467, C24 1.530, C37 1.552, C55 1.574
26 C -4.619 3.438 -0.768  O1 1.423, C65 1.555, H81 1.090, H171 1.090
27 C -0.212 0.288 6.137  C43 1.510, C52 1.572, H158 1.090, H177 1.090
28 C -2.521 -3.351 1.309  N14 1.481, C30 1.517, C39 1.569, C57 1.519
29 C -0.053 1.064 -0.173  O4 1.400, H131 1.090, H145 1.090, H162 1.090
30 C -2.355 -2.454 0.097  C28 1.517, H95 1.090, H114 1.090, H154 1.090
31 C 0.509 -5.015 3.120  C42 1.494, H142 1.090, H143 1.090, H165 1.090
32 C 2.270 -5.474 -1.748  C50 1.555, H82 1.090, H85 1.090, H118 1.090
33 C -4.180 -0.495 -4.586  N19 1.453, C59 1.555, C63 1.534, H86 1.090
34 C 3.385 0.153 -0.890  C22 1.528, C35 1.492, H111 1.090, H149 1.090
35 C 3.551 0.795 0.447  C34 1.492, C40 1.538, H88 1.090, H96 1.090
36 C -2.494 -2.849 3.926  C39 1.519, C64 1.546, H98 1.090, H169 1.090
37 C -2.941 3.008 5.129  C25 1.552, H94 1.090, H112 1.090, H164 1.090
38 C 4.778 -1.321 1.224  N15 1.450, C20 1.590, C40 1.584, C68 1.554
39 C -2.603 -2.335 2.501  C28 1.569, C36 1.519, H144 1.090, H180 1.090
40 C 3.626 -0.283 1.543  C35 1.538, C38 1.584, H83 1.090, H192 1.090
41 C -0.432 2.475 -4.634  N12 1.452, C45 1.520, C66 1.537, H132 1.090
42 C -0.923 -4.621 2.960  N14 1.520, C31 1.494, C46 1.593, C64 1.537
43 C -1.302 0.831 7.030  C24 1.526, C27 1.510, H108 1.090, H117 1.090
44 C 2.615 4.325 -0.304  N17 1.431, C54 1.537, C61 1.567, H104 1.090
45 C -0.600 2.461 -6.144  C41 1.520, H173 1.090, H178 1.090, H191 1.090
46 C -1.913 -5.826 3.286  C42 1.593, H90 1.090, H139 1.090, H170 1.090
47 C -4.181 0.423 -8.212  O5 1.447, H140 1.090, H141 1.090, H183 1.090
48 C -6.045 1.450 -1.522  C65 1.533, H166 1.090, H167 1.090, H190 1.090
49 C 5.681 -5.842 0.287  O6 1.404, H87 1.090, H97 1.090, H186 1.090
50 C 2.138 -5.184 -0.226  N13 1.419, C32 1.555, C60 1.525, H147 1.090
51 C 0.071 -1.329 -2.674  O2 1.386, H155 1.090, H172 1.090, H185 1.090
52 C -0.071 1.019 4.753  N18 1.547, C27 1.572, C53 1.544, C62 1.561
53 C 0.684 2.348 4.967  C52 1.544, H133 1.090, H175 1.090, H184 1.090
54 C 3.383 4.460 1.021  C44 1.537, H84 1.090, H91 1.090, H148 1.090
55 C -3.972 0.993 4.138  C25 1.574, H159 1.090, H161 1.090, H189 1.090
56 C 4.044 -1.555 -2.479  C22 1.512, H122 1.090, H150 1.090, H187 1.090
57 C -3.828 -4.123 1.258  C28 1.519, H71 1.090, H110 1.090, H174 1.090
58 C 5.751 -0.044 -1.664  C22 1.516, H100 1.090, H103 1.090, H163 1.090
59 C -3.533 -0.395 -5.996  O5 1.435, C33 1.555, H80 1.090, H124 1.090
60 C 3.376 -5.668 0.521  O6 1.366, C50 1.525, H157 1.090, H179 1.090
61 C 1.945 5.656 -0.789  O9 1.440, C44 1.567, H101 1.090, H182 1.090
62 C 0.767 0.064 3.846  C52 1.561, H78 1.090, H92 1.090, H168 1.090
63 C -3.185 -0.752 -3.447  C33 1.534, H73 1.090, H89 1.090, H102 1.090
64 C -1.146 -3.591 4.079  C36 1.546, C42 1.537, H93 1.090, H193 1.090
65 C -4.706 1.893 -0.921  N16 1.415, C26 1.555, C48 1.533, H109 1.090
66 C 0.892 1.825 -4.199  O8 1.433, C41 1.537, H130 1.090, H135 1.090
67 C 3.280 2.127 -4.771  O8 1.458, H107 1.090, H116 1.090, H123 1.090
68 C 4.454 -2.557 2.108  C38 1.554, H76 1.090, H115 1.090, H127 1.090
69 C 0.706 6.738 -2.552  O9 1.450, H70 1.090, H113 1.090, H153 1.090
70 H 0.395 6.821 -3.593  C69 1.090
71 H -4.031 -4.735 2.137  C57 1.090
72 H 6.226 0.387 1.529  C20 1.090
73 H -2.426 0.011 -3.277  C63 1.090
74 H -2.480 3.145 -2.454  C21 1.090
75 H 4.156 4.334 -1.560  N17 1.010
76 H 5.262 -3.288 2.066  C68 1.090
77 H -0.522 4.509 0.647  C23 1.090
78 H 1.708 -0.178 4.341  C62 1.090
79 H 1.637 -3.637 0.901  N13 1.010
80 H -2.960 -1.289 -6.243  C59 1.090
81 H -5.090 3.811 0.142  C26 1.090
82 H 2.880 -4.858 -2.409  C32 1.090
83 H 2.662 -0.791 1.574  C40 1.090
84 H 4.157 5.223 0.935  C54 1.090
85 H 1.287 -5.362 -2.206  C32 1.090
86 H -4.583 0.482 -4.318  C33 1.090
87 H 5.528 -6.363 1.232  C49 1.090
88 H 4.462 1.390 0.383  C35 1.090
89 H -2.676 -1.683 -3.698  C63 1.090
90 H -2.873 -5.490 3.678  C46 1.090
91 H 3.972 3.566 1.225  C54 1.090
92 H 1.048 0.487 2.882  C62 1.090
93 H -0.290 -2.947 4.280  C64 1.090
94 H -2.241 3.598 5.721  C37 1.090
95 H -1.358 -2.014 0.088  C30 1.090
96 H 2.730 1.499 0.583  C35 1.090
97 H 6.599 -5.255 0.312  C49 1.090
98 H -2.505 -1.998 4.607  C36 1.090
99 H -2.803 4.185 1.024  O3 0.960
100 H 5.455 0.568 -2.516  C58 1.090
101 H 2.686 6.443 -0.930  C61 1.090
102 H -3.664 -0.917 -2.482  C63 1.090
103 H 6.195 0.423 -0.785  C58 1.090
104 H 1.863 3.568 -0.080  C44 1.090
105 H -1.489 6.031 0.423  C23 1.090
106 H -3.354 1.308 6.996  C24 1.090
107 H 3.255 1.461 -5.634  C67 1.090
108 H -1.306 0.260 7.959  C43 1.090
109 H -3.904 1.600 -1.599  C65 1.090
110 H -3.825 -4.922 0.516  C57 1.090
111 H 2.414 -0.328 -1.005  C34 1.090
112 H -2.877 3.554 4.187  C37 1.090
113 H -0.072 7.066 -1.862  C69 1.090
114 H -2.448 -3.007 -0.838  C30 1.090
115 H 3.514 -3.091 1.971  C68 1.090
116 H 3.853 3.002 -5.076  C67 1.090
117 H -1.064 1.844 7.356  C43 1.090
118 H 2.503 -6.529 -1.892  C32 1.090
119 H -1.564 2.668 3.076  O10 0.960
120 H 0.503 4.039 -4.493  N12 1.010
121 H -1.564 4.459 -1.685  C21 1.090
122 H 3.037 -1.967 -2.408  C56 1.090
123 H 3.717 1.568 -3.944  C67 1.090
124 H -2.778 0.391 -6.002  C59 1.090
125 H -5.688 -1.406 -5.554  N19 1.010
126 H -3.887 0.434 0.156  N16 1.010
127 H 4.523 -2.410 3.186  C68 1.090
128 H -3.947 1.957 0.836  N16 1.010
129 H -0.581 5.721 1.885  C23 1.090
130 H 0.809 1.723 -3.117  C66 1.090
131 H 0.572 0.211 0.089  C29 1.090
132 H -1.268 2.023 -4.100  C41 1.090
133 H 1.528 2.221 5.645  C53 1.090
134 H 2.656 -3.302 -0.313  N13 1.010
135 H 1.000 0.877 -4.725  C66 1.090
136 H 2.839 3.718 -2.144  N17 1.010
137 H -0.147 -4.303 0.234  O11 0.960
138 H 5.170 -3.524 -0.561  O7 0.960
139 H -1.472 -6.459 4.056  C46 1.090
140 H -3.506 -0.269 -8.715  C47 1.090
141 H -5.005 0.807 -8.813  C47 1.090
142 H 0.877 -5.354 4.088  C31 1.090
143 H 1.053 -4.132 2.787  C31 1.090
144 H -3.628 -1.966 2.480  C39 1.090
145 H 0.028 1.259 -1.243  C29 1.090
146 H 6.324 -0.884 2.740  C20 1.090
147 H 1.370 -5.811 0.228  C50 1.090
148 H 2.821 4.692 1.926  C54 1.090
149 H 3.471 0.962 -1.616  C34 1.090
150 H 4.726 -2.340 -2.806  C56 1.090
151 H -5.888 -1.624 -3.937  N19 1.010
152 H -3.012 -0.222 6.192  C24 1.090
153 H 1.347 7.609 -2.416  C69 1.090
154 H -3.037 -1.608 0.004  C30 1.090
155 H 0.966 -0.713 -2.588  C51 1.090
156 H -2.992 4.707 -2.630  C21 1.090
157 H 3.388 -5.309 1.550  C60 1.090
158 H 0.684 0.413 6.746  C27 1.090
159 H -3.901 -0.076 3.938  C55 1.090
160 H -1.412 1.000 1.168  O4 0.960
161 H -4.035 1.476 3.163  C55 1.090
162 H 0.357 1.862 0.447  C29 1.090
163 H 6.556 -0.714 -1.967  C58 1.090
164 H -3.916 3.205 5.574  C37 1.090
165 H 0.672 -5.816 2.398  C31 1.090
166 H -6.072 1.801 -2.554  C48 1.090
167 H -6.183 0.373 -1.428  C48 1.090
168 H 0.176 -0.825 3.626  C62 1.090
169 H -3.336 -3.508 4.137  C36 1.090
170 H -2.125 -6.435 2.408  C46 1.090
171 H -5.164 3.923 -1.578  C26 1.090
172 H -0.531 -0.899 -3.475  C51 1.090
173 H -0.692 1.453 -6.549  C45 1.090
174 H -4.686 -3.514 0.974  C57 1.090
175 H 1.229 2.789 4.131  C53 1.090
176 H 0.942 -3.009 -2.172  O2 0.960
177 H -0.418 -0.772 5.987  C27 1.090
178 H 0.168 3.070 -6.622  C45 1.090
179 H 3.423 -6.756 0.574  C60 1.090
180 H -1.960 -1.461 2.394  C39 1.090
181 H -0.286 3.867 -3.156  N12 1.010
182 H 1.273 6.119 -0.067  C61 1.090
183 H -3.490 1.258 -8.100  C47 1.090
184 H 0.070 3.083 5.487  C53 1.090
185 H -0.424 -1.292 -1.704  C51 1.090
186 H 5.816 -6.692 -0.381  C49 1.090
187 H 4.004 -0.939 -3.377  C56 1.090
188 H 7.021 -1.099 1.141  C20 1.090
189 H -4.938 1.118 4.627  C55 1.090
190 H -6.789 1.889 -0.857  C48 1.090
191 H -1.543 2.925 -6.433  C45 1.090
192 H 3.764 0.158 2.530  C40 1.090
193 H -1.334 -4.071 5.039  C64 1.090

Results of the Mulliken charge analysis, in e, for atoms 1 through 6: -0.2541, -0.7387, -0.5418, 1.5225, -0.3748, -0.4751

=====

*2*
C50H124N8O11 | wB97M-V/def2-TZVPD

Its SMILES is CC1(C)CCCC(C)(C)N1O.CC1(C)CCCC(C)(C)N1O.CC1(C)CCCC(C)(C)N1O.COC[C@H](C)N.COC[C@H](C)N.COC[C@H](C)N.COC[C@H](C)N.COC[C@H](C)N.CO.CO.CO. The value obtained for the LUMO energy is 0.54 eV. As for the HOMO-LUMO gap: 0.323 hartree.

Last columns: bonded neighbours and bond lengths (Å).
CARTESIAN COORDINATES (ANGSTROEM)
1 O 8.447 13.735 15.172  C48 1.450, C65 1.393
2 O 17.074 14.972 12.285  N18 1.411, H132 0.952
3 O 10.395 17.167 9.447  C64 1.456, H128 0.985
4 O 10.387 21.233 14.286  N14 1.457, H180 0.985
5 O 12.527 16.789 7.504  N17 1.468, H79 0.988
6 O 10.330 22.279 11.649  C24 1.413, C36 1.462
7 O 14.048 14.094 13.095  C42 1.436, H113 0.994
8 O 9.345 8.532 8.903  C34 1.433, C50 1.447
9 O 12.966 12.372 17.279  C60 1.441, C67 1.432
10 O 14.962 10.627 13.384  C30 1.425, C39 1.443
11 O 16.577 13.058 14.673  C20 1.410, H161 0.960
12 N 10.911 19.482 10.655  C54 1.481, H122 1.007, H133 1.045
13 N 11.659 10.043 9.637  C58 1.501, H103 1.015, H124 1.043
14 N 10.976 19.901 14.277  O4 1.457, C38 1.462, C55 1.446
15 N 11.152 14.538 17.673  C52 1.434, H95 1.023, H125 1.036
16 N 16.168 12.230 11.566  C33 1.455, H71 0.971, H172 1.009
17 N 13.617 17.132 8.426  O5 1.468, C25 1.524, C59 1.519
18 N 18.208 15.799 12.143  O2 1.411, C47 1.491, C53 1.479
19 N 10.859 12.003 15.049  C69 1.472, H121 1.021, H188 0.986
20 C 16.417 12.815 16.052  O11 1.410, H94 1.069, H112 1.082, H145 1.103
21 C 14.958 17.651 6.252  C25 1.581, H96 1.142, H131 1.107, H162 1.077
22 C 14.575 14.947 7.710  C59 1.493, H127 1.100, H167 1.099, H175 1.083
23 C 17.003 17.659 12.938  C53 1.527, H105 1.095, H117 1.086, H138 1.039
24 C 10.246 23.632 12.049  O6 1.413, H90 1.111, H118 1.080, H182 1.105
25 C 14.447 18.156 7.660  N17 1.524, C21 1.581, C37 1.552, C46 1.509
26 C 20.604 15.777 11.784  C28 1.517, C47 1.454, H148 1.048, H170 1.130
27 C 12.851 18.582 15.129  C38 1.548, C63 1.548, H70 1.078, H163 1.087
28 C 20.804 16.812 12.875  C26 1.517, C66 1.519, H109 1.111, H181 1.090
29 C 18.276 16.330 14.675  C53 1.549, H100 1.043, H120 1.089, H164 1.098
30 C 13.538 10.589 13.347  O10 1.425, H80 1.110, H88 1.061, H110 1.116
31 C 16.507 17.282 8.917  C37 1.562, C44 1.515, H146 1.113, H174 1.118
32 C 19.108 14.122 10.653  C47 1.562, H75 1.080, H99 1.084, H178 1.071
33 C 15.584 10.994 11.068  N16 1.455, C39 1.494, C57 1.522, H144 1.116
34 C 9.362 9.945 8.664  O8 1.433, C58 1.512, H98 1.083, H158 1.082
35 C 12.252 20.753 16.314  C38 1.569, H83 1.094, H115 1.100, H123 1.097
36 C 10.996 22.003 10.377  O6 1.462, C54 1.544, H76 1.115, H91 1.113
37 C 15.630 18.533 8.591  C25 1.552, C31 1.562, H154 1.062, H166 1.118
38 C 12.278 20.007 14.934  N14 1.462, C27 1.548, C35 1.569, C56 1.557
39 C 15.533 10.025 12.204  O10 1.443, C33 1.494, H142 1.047, H155 1.063
40 C 10.566 17.629 14.851  C55 1.511, C63 1.543, H74 1.053, H165 1.079
41 C 8.897 18.909 13.574  C55 1.544, H134 1.070, H151 1.094, H187 1.113
42 C 13.851 14.461 14.469  O7 1.436, H130 1.093, H137 1.127, H150 1.081
43 C 19.559 13.840 13.044  C47 1.573, H78 1.080, H101 1.101, H179 1.053
44 C 15.678 16.198 9.575  C31 1.515, C59 1.536, H156 1.142, H186 1.097
45 C 9.067 11.915 13.295  C69 1.543, H77 1.102, H114 1.077, H176 1.091
46 C 13.494 19.303 7.436  C25 1.509, H82 1.049, H107 1.049, H153 1.091
47 C 19.418 14.951 11.940  N18 1.491, C26 1.454, C32 1.562, C43 1.573
48 C 7.876 14.926 15.770  O1 1.450, H136 1.056, H169 1.044, H173 1.074
49 C 8.922 20.491 9.635  C54 1.585, H81 1.054, H177 1.093, H184 1.094
50 C 8.382 7.712 8.199  O8 1.447, H160 1.084, H171 1.095, H183 1.140
51 C 13.368 15.305 9.826  C59 1.499, H87 1.131, H104 1.081, H140 1.090
52 C 12.561 14.575 17.939  N15 1.434, C60 1.475, C62 1.490, H190 1.113
53 C 18.254 16.825 13.208  N18 1.479, C23 1.527, C29 1.549, C66 1.593
54 C 10.485 20.646 9.844  N12 1.481, C36 1.544, C49 1.585, H84 1.089
55 C 9.937 18.995 14.712  N14 1.446, C40 1.511, C41 1.544, C61 1.531
56 C 13.171 20.806 13.940  C38 1.557, H97 1.091, H119 1.071, H135 1.099
57 C 16.303 10.554 9.801  C33 1.522, H72 1.084, H139 1.079, H152 1.099
58 C 10.238 10.513 9.757  N13 1.501, C34 1.512, C68 1.507, H191 1.108
59 C 14.359 15.878 8.857  N17 1.519, C22 1.493, C44 1.536, C51 1.499
60 C 13.196 13.309 18.349  O9 1.441, C52 1.475, H116 1.103, H147 1.079
61 C 9.203 19.418 15.988  C55 1.531, H93 1.095, H111 1.073, H168 1.082
62 C 12.880 15.665 18.904  C52 1.490, H86 1.068, H129 1.098, H192 1.084
63 C 11.809 17.629 15.764  C27 1.548, C40 1.543, H102 1.055, H159 1.092
64 C 9.755 16.052 10.131  O3 1.456, H106 1.101, H126 1.119, H185 1.120
65 C 9.598 14.031 14.445  O1 1.393, C69 1.497, H73 1.160, H189 1.108
66 C 19.573 17.693 12.996  C28 1.519, C53 1.593, H108 1.088, H149 1.061
67 C 13.347 11.028 17.595  O9 1.432, H92 1.128, H157 1.104, H193 1.106
68 C 10.183 12.018 9.689  C58 1.507, H89 1.137, H141 1.116, H143 1.102
69 C 10.185 12.740 13.967  N19 1.472, C45 1.543, C65 1.497, H85 1.117
70 H 13.782 18.714 15.655  C27 1.078
71 H 15.640 12.678 12.247  N16 0.971
72 H 16.282 9.472 9.747  C57 1.084
73 H 9.355 14.681 13.516  C65 1.160
74 H 9.853 17.037 15.353  C40 1.053
75 H 18.196 13.571 10.833  C32 1.080
76 H 10.712 22.741 9.591  C36 1.115
77 H 9.502 11.028 12.804  C45 1.102
78 H 18.656 13.305 13.299  C43 1.080
79 H 11.707 17.001 8.013  O5 0.988
80 H 13.120 9.585 13.123  C30 1.110
81 H 8.698 19.516 9.305  C49 1.054
82 H 12.713 18.994 6.807  C46 1.049
83 H 11.737 21.713 16.218  C35 1.094
84 H 10.886 20.540 8.838  C54 1.089
85 H 10.880 13.037 13.146  C69 1.117
86 H 12.698 16.673 18.602  C62 1.068
87 H 13.789 14.441 10.421  C51 1.131
88 H 13.222 11.329 12.656  C30 1.061
89 H 9.141 12.472 9.695  C68 1.137
90 H 11.285 23.981 12.232  C24 1.111
91 H 12.107 22.046 10.431  C36 1.113
92 H 12.634 10.653 18.385  C67 1.128
93 H 8.678 20.372 15.872  C61 1.095
94 H 16.921 13.670 16.450  C20 1.069
95 H 10.843 13.705 17.166  N15 1.023
96 H 15.009 18.540 5.537  C21 1.142
97 H 14.103 21.110 14.419  C56 1.091
98 H 8.409 10.452 8.740  C34 1.083
99 H 19.896 13.468 10.295  C32 1.084
100 H 19.209 15.930 14.916  C29 1.043
101 H 20.169 13.019 12.637  C43 1.101
102 H 11.509 17.959 16.720  C63 1.055
103 H 11.876 9.084 9.891  N13 1.015
104 H 13.099 16.033 10.579  C51 1.081
105 H 16.753 18.145 13.887  C23 1.095
106 H 8.708 15.976 9.799  C64 1.101
107 H 13.148 19.686 8.350  C46 1.049
108 H 19.366 18.249 12.083  C66 1.088
109 H 21.032 16.372 13.870  C28 1.111
110 H 13.073 10.888 14.316  C30 1.116
111 H 9.853 19.464 16.840  C61 1.073
112 H 16.923 11.915 16.376  C20 1.082
113 H 14.378 14.847 12.537  O7 0.994
114 H 8.260 11.628 13.948  C45 1.077
115 H 13.205 20.876 16.849  C35 1.100
116 H 14.278 13.433 18.523  C60 1.103
117 H 17.229 18.379 12.157  C23 1.086
118 H 9.706 23.746 12.977  C24 1.080
119 H 13.315 20.267 13.026  C56 1.071
120 H 17.498 15.571 14.729  C29 1.089
121 H 10.263 11.696 15.819  N19 1.021
122 H 11.912 19.393 10.587  N12 1.007
123 H 11.589 20.184 16.976  C35 1.097
124 H 12.246 10.645 10.255  N13 1.043
125 H 10.638 14.578 18.572  N15 1.036
126 H 10.256 15.056 10.032  C64 1.119
127 H 14.828 13.931 8.046  C22 1.100
128 H 10.412 17.912 10.092  O3 0.985
129 H 13.940 15.708 19.190  C62 1.098
130 H 14.705 15.007 14.875  C42 1.093
131 H 15.935 17.132 6.265  C21 1.107
132 H 17.153 14.469 13.090  O2 0.952
133 H 10.697 19.671 11.661  N12 1.045
134 H 8.562 19.868 13.239  C41 1.070
135 H 12.727 21.739 13.569  C56 1.099
136 H 7.148 14.588 16.457  C48 1.056
137 H 12.935 15.106 14.592  C42 1.127
138 H 16.289 16.980 12.607  C23 1.039
139 H 17.340 10.847 9.865  C57 1.079
140 H 12.485 15.020 9.254  C51 1.090
141 H 10.683 12.444 8.787  C68 1.116
142 H 16.479 9.655 12.461  C39 1.047
143 H 10.656 12.480 10.570  C68 1.102
144 H 14.525 11.142 10.745  C33 1.116
145 H 15.355 12.752 16.342  C20 1.103
146 H 16.906 16.897 7.951  C31 1.113
147 H 12.776 12.878 19.244  C60 1.079
148 H 21.434 15.148 11.657  C26 1.048
149 H 19.783 18.327 13.820  C66 1.061
150 H 13.705 13.595 15.098  C42 1.081
151 H 8.018 18.284 13.756  C41 1.094
152 H 15.853 10.888 8.855  C57 1.099
153 H 14.090 20.075 6.946  C46 1.091
154 H 16.174 19.310 8.112  C37 1.062
155 H 15.009 9.144 11.923  C39 1.063
156 H 15.530 16.525 10.659  C44 1.142
157 H 14.356 10.851 18.006  C67 1.104
158 H 9.756 10.214 7.692  C34 1.082
159 H 12.186 16.606 15.832  C63 1.092
160 H 8.789 6.711 8.109  C50 1.084
161 H 16.263 12.322 14.143  O11 0.960
162 H 14.189 17.019 5.840  C21 1.077
163 H 13.079 18.120 14.172  C27 1.087
164 H 18.003 17.134 15.373  C29 1.098
165 H 10.720 17.100 13.923  C40 1.079
166 H 15.202 18.985 9.520  C37 1.118
167 H 13.768 14.843 6.970  C22 1.099
168 H 8.371 18.742 16.133  C61 1.082
169 H 7.491 15.526 15.007  C48 1.044
170 H 20.564 16.345 10.808  C26 1.130
171 H 8.080 8.112 7.227  C50 1.095
172 H 16.184 12.874 10.790  N16 1.009
173 H 8.616 15.457 16.341  C48 1.074
174 H 17.468 17.503 9.443  C31 1.118
175 H 15.358 15.304 7.052  C22 1.083
176 H 8.648 12.437 12.434  C45 1.091
177 H 8.437 20.604 10.607  C49 1.093
178 H 18.963 14.795 9.833  C32 1.071
179 H 20.045 14.127 13.933  C43 1.053
180 H 10.450 21.550 13.355  O4 0.985
181 H 21.655 17.457 12.659  C28 1.090
182 H 9.728 24.219 11.270  C24 1.105
183 H 7.390 7.618 8.753  C50 1.140
184 H 8.570 21.223 8.901  C49 1.094
185 H 9.780 16.384 11.201  C64 1.120
186 H 16.257 15.275 9.700  C44 1.097
187 H 9.441 18.485 12.700  C41 1.113
188 H 11.690 12.413 15.387  N19 0.986
189 H 10.258 14.614 15.118  C65 1.108
190 H 13.044 14.829 16.969  C52 1.113
191 H 9.770 10.247 10.725  C58 1.108
192 H 12.355 15.443 19.826  C62 1.084
193 H 13.298 10.449 16.653  C67 1.106

Results of the Mulliken charge analysis, in e, for atoms 1 through 6: -0.4656, 1.8144, -0.3756, -0.6264, -0.5295, -0.2488

=====

Most stable structure, least stable structure: *2*, *1*.